Record 1
Entry from the OMol25 dataset: a molecular structure, C21H28N6ORuS (wB97M-V/def2-TZVPD).

Values from the calculation:
Orbital gap (spin up / spin down): 6.84 / 5.99 eV
ΔE to the lowest compared entry with this formula, charge and spin: 1.9378 eV
Highest occupied orbital energy (spin up / spin down): -16.50 / -16.48 eV
Max |F|: 1.7 eV/A
Total energy: -46613.24698 eV

Geometry as ORCA input:
```
! wB97M-V def2-TZVPD RIJCOSX def2/J DEFGRID3
* xyz 3 2
Ru -0.2043 -0.1567 0.0103
C 1.2081 -0.8495 -2.4605
N 1.5565 -0.4203 -1.0515
C 2.3785 -1.4706 -0.3829
C 1.4824 -2.5739 0.0756
C 1.9209 -3.8431 0.4072
C 0.9906 -4.7780 0.8304
C -0.3527 -4.4193 0.8947
C -0.7125 -3.1300 0.5715
N 0.1975 -2.2181 0.1765
C 2.2968 0.8740 -1.0707
C 1.3235 1.9798 -1.3128
C 1.6557 3.2143 -1.8357
C 0.6591 4.1682 -1.9728
C -0.6426 3.8518 -1.5967
C -0.8962 2.6040 -1.0745
N 0.0788 1.6895 -0.9216
C -0.2665 -0.9392 -2.7101
C -0.7916 -1.3184 -3.9342
C -2.1661 -1.3678 -4.0872
C -2.9865 -1.0448 -3.0086
C -2.4029 -0.6776 -1.8197
N -1.0633 -0.6283 -1.6846
H 1.6612 -1.8211 -2.6637
H 1.6533 -0.1485 -3.1683
H 2.8995 -1.0293 0.4687
H 3.1415 -1.8350 -1.0736
H 2.9712 -4.0924 0.3280
H 1.3061 -5.7780 1.0987
H -1.1110 -5.1326 1.1864
H -1.7421 -2.8022 0.6092
H 3.0859 0.8500 -1.8249
H 2.7783 1.0129 -0.1003
H 2.6761 3.4235 -2.1291
H 0.8911 5.1443 -2.3787
H -1.4497 4.5616 -1.7121
H -1.8921 2.3118 -0.7675
H -0.1296 -1.5662 -4.7540
H -2.5984 -1.6504 -5.0381
H -4.0639 -1.0772 -3.0893
H -2.9884 -0.4161 -0.9472
C 1.2453 1.9301 3.3657
S -0.0718 2.3367 2.1941
C -0.3723 4.0739 2.5980
H 2.0720 2.6299 3.2616
H 1.5972 0.9233 3.1420
H 0.8764 1.9577 4.3892
H -0.7784 4.1431 3.6047
H -1.1039 4.4578 1.8899
H 0.5447 4.6544 2.5243
N -2.5890 0.1561 3.3108
C -1.6002 -0.6513 2.9546
N -1.1550 -1.5776 3.8003
O -1.0447 -0.5284 1.8079
H -3.0935 0.0432 4.1765
H -2.9344 0.8276 2.6465
H -1.5656 -1.7181 4.7101
H -0.3790 -2.1596 3.5373
*
```

Here are the Löwdin charges for atoms 1 to 6, given in e: 1.42, -0.04, -0.24, -0.07, -0.24, 0.04



Record 2
Entry from the OMol25 dataset: 7 unconnected molecules or ions with the total composition C21H28O23S2 (wB97M-V/def2-TZVPD).

Values from the calculation:
Orbital gap: 10.31 eV
Highest occupied orbital energy: -10.33 eV
Max |F|: 5.0 eV/A
Total energy: -90988.14659 eV

Geometry as ORCA input:
```
! wB97M-V def2-TZVPD RIJCOSX def2/J DEFGRID3
* xyz 0 1
C -0.0506 2.8502 3.5725
C 0.1501 3.3914 4.6562
O 0.6131 4.2856 5.6467
S 2.1790 4.8514 5.2294
O 3.0852 3.8253 5.7695
O 2.1891 4.8787 3.5509
C 3.4135 5.4088 3.0146
S 4.7882 4.1261 2.9973
O 5.7307 4.4280 4.1098
O 5.5050 4.1351 1.6935
H -0.0415 2.4005 2.5126
H 3.8292 6.2874 3.5983
H 3.2198 5.6936 1.9265
H 4.1816 2.9041 3.2471
C 1.7652 -1.2460 1.1767
C 2.4740 -0.7877 -0.0532
O 1.5178 0.0654 -0.6737
C 0.6781 0.5056 0.3001
O -0.1432 1.3737 0.1481
O 0.8860 -0.1609 1.4665
H 2.4477 -1.4255 2.0077
H 1.1697 -2.1446 1.0057
H 3.3728 -0.2069 0.1733
H 2.7423 -1.6145 -0.7097
C -0.3712 -6.2049 0.2364
C -1.2022 -4.9634 0.1055
O -0.2245 -3.9298 0.0577
C 0.9327 -4.4915 -0.3782
O 1.9072 -3.8671 -0.6895
O 0.8434 -5.8447 -0.4180
H -0.8318 -7.0684 -0.2448
H -0.1516 -6.4536 1.2744
H -1.7819 -4.9454 -0.8218
H -1.8765 -4.8216 0.9469
C -1.8289 -0.3117 -1.6194
C -2.8861 0.4455 -2.3642
O -3.3298 -0.4934 -3.3375
C -3.0406 -1.7353 -2.8575
O -3.4273 -2.7536 -3.3474
O -2.2562 -1.6653 -1.7480
H -1.7680 -0.0214 -0.5730
H -0.8404 -0.2081 -2.0750
H -3.7314 0.7203 -1.7274
H -2.4954 1.3447 -2.8416
C 0.7657 3.5699 -2.1146
C 2.2246 3.5151 -2.4594
O 2.4996 4.8418 -2.8934
C 1.5626 5.6534 -2.3273
O 1.6024 6.8455 -2.3503
O 0.5768 4.9276 -1.7317
H 0.5043 2.8957 -1.2985
H 0.1246 3.3530 -2.9742
H 2.8520 3.2891 -1.5921
H 2.4403 2.7949 -3.2490
C -4.5758 1.0002 -6.5275
C -5.8886 1.7146 -6.3957
O -5.6484 2.6307 -5.3347
C -4.3051 2.8450 -5.2823
O -3.7823 3.6850 -4.6152
O -3.6352 1.9756 -6.0904
H -4.3694 0.6935 -7.5531
H -4.5071 0.1259 -5.8745
H -6.1518 2.2771 -7.2959
H -6.7080 1.0394 -6.1484
C 0.4725 -5.6896 5.9522
C 1.6570 -5.8308 5.0419
O 1.0592 -5.9124 3.7529
C -0.1599 -5.3156 3.8367
O -0.8523 -5.0643 2.8948
O -0.4883 -5.0414 5.1258
H 0.6934 -5.0899 6.8353
H 0.0707 -6.6553 6.2704
H 2.3151 -4.9582 5.0719
H 2.2441 -6.7240 5.2558
*
```

Here are the Löwdin charges for atoms 1 to 6, given in e: 0.12, -0.23, -0.27, 1.03, -0.38, -0.40



Record 3
Entry from the OMol25 dataset: a molecular structure, C21H29CaN3O9PS2 (wB97M-V/def2-TZVPD).

Values from the calculation:
Orbital gap: 8.92 eV
ΔE to the lowest compared entry with this formula, charge and spin: 1.1716 eV
Highest occupied orbital energy: -11.26 eV
Max |F|: 3.1 eV/A
Total energy: -94543.50920 eV

Geometry as ORCA input:
```
! wB97M-V def2-TZVPD RIJCOSX def2/J DEFGRID3
* xyz 1 1
Ca 0.2278 -0.1145 -0.5841
O 3.8969 -2.1461 -1.0924
C 2.9241 -1.2635 -1.0569
O 1.7365 -1.5421 -1.1797
C 3.4227 0.1728 -1.1124
O 2.5546 1.0757 -0.4448
C 2.6649 0.9786 0.9950
C 2.0374 -0.3779 1.3436
O 2.7829 -1.3595 1.3571
O 0.7721 -0.3722 1.4015
H 3.5484 -3.0402 -0.9726
H 3.4241 0.4561 -2.1680
H 4.4405 0.2258 -0.7237
H 2.0863 1.7987 1.4131
H 3.7077 1.0367 1.3104
C -0.1514 -3.3166 -2.9673
C -0.1972 -1.9828 -3.6285
N -0.1888 -0.8319 -3.0248
C -0.1846 0.2220 -3.9137
C -0.2052 -0.1477 -5.2236
S -0.2248 -1.8494 -5.3568
C -0.1007 1.5888 -3.4064
C -0.1791 2.7261 -4.1486
S 0.0395 4.0991 -3.1542
C 0.2201 3.0674 -1.7767
N 0.1199 1.8014 -2.0595
C 0.5073 3.6328 -0.4291
H -0.5451 -3.2555 -1.9550
H 0.8842 -3.6568 -2.9098
H -0.7107 -4.0565 -3.5374
H -0.1944 0.4750 -6.1030
H -0.3443 2.8222 -5.2089
H -0.1644 4.4608 -0.2020
H 1.5279 4.0194 -0.4037
H 0.4016 2.8634 0.3313
O -1.5158 0.9588 0.4222
C -2.3636 2.0276 0.8123
C -1.8334 2.7928 2.0088
C -2.4251 3.9714 2.4445
C -1.9100 4.5944 3.5684
C -0.8347 4.0155 4.2270
C -0.3130 2.8390 3.7172
N -0.7967 2.2417 2.6304
H -1.2062 0.5690 1.2695
H -3.3570 1.6406 1.0632
H -2.4767 2.6864 -0.0504
H -3.2722 4.3864 1.9119
H -2.3365 5.5232 3.9233
H -0.4157 4.4681 5.1146
H 0.5283 2.3473 4.1944
C -3.1524 -2.6136 -1.0183
O -2.2363 -3.1456 -0.0649
P -1.1776 -2.0991 0.6469
O -0.4398 -3.1855 1.5591
C 0.5892 -4.0205 1.0249
O -2.0765 -1.3850 1.7767
C -2.7209 -2.1598 2.8041
H -4.1123 -2.4107 -0.5414
H -3.2921 -3.3523 -1.8058
H -2.7788 -1.6817 -1.4605
H 1.1829 -4.3735 1.8630
H 1.2329 -3.4535 0.3527
H 0.1475 -4.8703 0.5016
H -3.5282 -1.5482 3.1986
H -2.0137 -2.3919 3.5975
H -3.1199 -3.0865 2.3942
*
```

Here are the Löwdin charges for atoms 1 to 6, given in e: 1.33, 0.18, -0.49, -0.09, -0.07, -0.17



Record 4
Entry from the OMol25 dataset: a molecular structure, C21H29Cl33O6S (wB97M-V/def2-TZVPD).

Values from the calculation:
Orbital gap: 10.71 eV
Highest occupied orbital energy: -10.76 eV
Max |F|: 5.1 eV/A
Total energy: -458602.95475 eV

Geometry as ORCA input:
```
! wB97M-V def2-TZVPD RIJCOSX def2/J DEFGRID3
* xyz 0 1
C -1.1017 -4.5545 -0.2162
C 0.0282 -5.3041 -1.0810
O -0.2672 -5.8888 -2.1427
O 1.3482 -5.2262 -0.5758
C 1.7318 -6.4396 0.1223
C 3.0652 -6.1766 1.0102
C 3.5184 -4.6332 0.9921
C 2.5286 -3.7442 1.9117
C 2.9315 -2.1903 1.7630
C 2.2129 -1.6903 0.3975
C 2.4546 -0.1457 0.0843
C 3.6394 0.1044 -0.9847
O 4.5880 1.0556 -0.3875
S 3.5263 1.9820 0.5431
O 2.7484 2.8882 -0.3632
O 4.2416 2.8477 1.5136
O 2.5769 0.7600 1.2210
H -1.2460 -5.0684 0.7851
H -2.0367 -4.4874 -0.8510
H -0.6649 -3.5170 0.0162
H 0.9519 -6.8362 0.8451
H 1.9608 -7.2411 -0.6685
H 2.8425 -6.4118 2.1118
H 3.9469 -6.8040 0.6308
H 3.6277 -4.2095 -0.0601
H 4.5565 -4.5214 1.4753
H 1.4446 -3.8148 1.5360
H 2.5701 -4.1315 2.9773
H 2.5229 -1.5854 2.6300
H 4.0731 -2.1623 1.6792
H 1.0928 -1.8758 0.5260
H 2.6687 -2.2871 -0.4537
H 1.5112 0.1801 -0.4783
H 4.0544 -0.8127 -1.5020
H 3.1300 0.7523 -1.7842
C -1.4083 -9.3810 0.5935
Cl -1.1114 -11.1005 0.3087
Cl -3.0492 -9.1245 1.1996
Cl -0.2169 -8.7238 1.7265
H -1.3065 -8.8546 -0.3534
C 3.2326 3.3392 -3.7735
Cl 2.4623 2.0286 -4.6838
Cl 4.9599 3.4176 -4.1425
Cl 2.4476 4.8829 -4.1275
H 3.1180 3.1338 -2.7102
C 2.9889 5.1875 4.1179
Cl 1.3419 5.3927 4.7339
Cl 3.8379 6.7386 4.0863
Cl 3.8769 4.0121 5.0952
H 2.9285 4.8092 3.0995
C -0.2683 4.7297 8.0854
Cl 0.0201 3.0159 7.7574
Cl -1.9133 4.9804 8.6864
Cl 0.9176 5.3501 9.2413
H -0.1571 5.2793 7.1538
C 4.1820 -1.3343 -5.1917
Cl 5.6169 -0.8739 -6.1155
Cl 3.1836 -2.4650 -6.1136
Cl 4.6385 -2.0278 -3.6297
H 3.5975 -0.4395 -4.9922
C -1.3635 6.1843 -3.7055
Cl -2.1420 6.5234 -5.2571
Cl -2.3304 6.8218 -2.3695
Cl -1.1041 4.4462 -3.5071
H -0.3946 6.6786 -3.6934
C -2.7011 8.3556 1.3448
Cl -4.3152 8.4909 2.0584
Cl -1.8832 9.9234 1.3561
Cl -1.7403 7.1464 2.2055
H -2.8103 8.0337 0.3115
C -6.6086 6.9353 -2.5292
Cl -5.9654 7.1836 -0.8988
Cl -5.3438 6.3270 -3.6030
Cl -7.9843 5.8245 -2.4928
H -6.9525 7.8936 -2.9114
C -0.8124 2.2186 -6.4782
Cl -2.3856 2.2186 -7.2860
Cl -0.3537 0.5739 -6.0095
Cl 0.4217 2.9369 -7.5219
H -0.8911 2.8218 -5.5772
C -5.7105 4.9788 2.0831
Cl -5.0690 5.2250 3.7130
Cl -4.4478 4.3722 1.0024
Cl -7.0860 3.8671 2.1174
H -6.0551 5.9376 1.7024
C -7.0326 -10.5533 2.5944
Cl -5.6892 -10.4916 3.7432
Cl -7.1308 -9.0472 1.6714
Cl -6.8592 -11.9381 1.5081
H -7.9568 -10.6719 3.1550
*
```

Here are the Löwdin charges for atoms 1 to 6, given in e: 0.01, -0.42, 0.07, -0.11, -0.19, -0.14